{"formula": "C21H23N3O6", "method": "wB97M-V/def2-TZVPD", "e_above_lowest_ev": 0.696, "total_charge": 0, "largest_force_ev_per_a": 0.68, "homo_ha": -0.2855, "gap_ha": 0.3069, "smiles": "COc1ccc([C@@H](NC(=O)CNC(C)=O)C(=O)Nc2ccc3c(c2)OCCO3)cc1", "elements": ["C", "H", "O", "C", "C", "C", "C", "C", "C", "H", "H", "C", "N", "C", "O", "C", "N", "C", "O", "C", "H", "H", "H", "H", "H", "H", "H", "H", "C", "O", "N", "C", "C", "C", "C", "C", "C", "H", "H", "O", "C", "C", "H", "O", "H", "H", "H", "H", "H", "H", "H", "H", "H"], "coordinates": [[5.570, 3.915, -2.762], [6.659, 3.895, -2.767], [5.168, 2.617, -2.397], [3.837, 2.352, -2.295], [2.819, 3.264, -2.546], [1.496, 2.877, -2.414], [1.159, 1.588, -2.033], [2.183, 0.681, -1.770], [3.502, 1.054, -1.905], [4.301, 0.357, -1.706], [1.958, -0.326, -1.450], [-0.286, 1.192, -1.862], [-0.592, -0.021, -2.586], [-1.772, -0.240, -3.192], [-2.671, 0.566, -3.278], [-1.894, -1.674, -3.743], [-2.374, -2.559, -2.698], [-1.601, -2.942, -1.664], [-0.424, -2.620, -1.576], [-2.297, -3.787, -0.628], [-3.105, -4.369, -1.061], [-2.701, -3.130, 0.142], [-1.577, -4.451, -0.157], [-3.366, -2.723, -2.654], [-2.609, -1.683, -4.565], [-0.921, -2.033, -4.088], [0.071, -0.783, -2.535], [-0.946, 1.977, -2.244], [-0.547, 1.100, -0.339], [-0.786, 2.099, 0.300], [-0.429, -0.152, 0.164], [-0.563, -0.573, 1.492], [-0.942, 0.276, 2.521], [-1.067, -0.213, 3.815], [-0.839, -1.566, 4.081], [-0.439, -2.404, 3.048], [-0.294, -1.915, 1.768], [0.025, -2.569, 0.971], [-0.248, -3.440, 3.276], [-1.002, -2.105, 5.336], [-1.714, -1.262, 6.212], [-1.195, 0.171, 6.102], [-1.721, 0.838, 6.786], [-1.418, 0.670, 4.803], [-0.120, 0.182, 6.330], [-1.568, -1.662, 7.217], [-2.784, -1.277, 5.961], [-1.133, 1.319, 2.338], [-0.226, -0.912, -0.478], [0.715, 3.596, -2.608], [3.039, 4.277, -2.844], [5.225, 4.660, -2.039], [5.209, 4.182, -3.761]], "nbo_charge": [-0.252, 0.201, -0.490, 0.294, -0.260, -0.175, -0.059, -0.192, -0.246, 0.225, 0.207, -0.152, -0.623, 0.668, -0.613, -0.310, -0.591, 0.700, -0.687, -0.712, 0.220, 0.252, 0.244, 0.408, 0.232, 0.217, 0.425, 0.258, 0.686, -0.605, -0.628, 0.146, -0.290, 0.297, 0.185, -0.230, -0.259, 0.224, 0.224, -0.487, -0.095, -0.097, 0.201, -0.492, 0.179, 0.199, 0.177, 0.266, 0.428, 0.218, 0.214, 0.178, 0.176]}